1.
Entry from the Open Molecules 2025 dataset: a structure of composition C23H29GeN11OS2Zr (the ωB97M-V functional and the def2-TZVPD basis).

The geometry in XYZ format:
```
68
Properties=species:S:1:pos:R:3:nbo_charge:R:1
Zr -0.1512 -0.4930 -0.5616 1.885
C -4.5648 -0.0509 0.1815 -0.653
C -3.0782 -0.0560 0.3483 0.023
N -2.2682 -0.7375 -0.5773 -0.594
N -2.9745 -1.5441 -1.4557 -0.398
C -2.4185 -2.6120 -1.9982 0.290
N -3.1976 -3.4071 -2.7847 -0.796
S -0.8053 -2.9627 -1.6836 -0.129
C -2.3809 0.6042 1.3092 0.112
C -2.9964 1.3893 2.3527 -0.245
C -2.2378 2.1010 3.2040 -0.195
C -0.8166 2.0319 3.1025 -0.327
C -0.2324 1.2252 2.1759 0.243
N -0.9666 0.4964 1.2518 -0.739
H -4.8753 0.3620 -0.7885 0.194
H -5.0080 -1.0495 0.2827 0.201
H -5.0348 0.5738 0.9329 0.243
H -3.9623 -1.3636 -1.5632 0.398
H -4.0786 -3.0662 -3.1308 0.388
H -2.7127 -4.0647 -3.3690 0.413
H -4.0725 1.4121 2.4324 0.202
H -2.6975 2.7044 3.9763 0.209
H -0.1843 2.5872 3.7813 0.207
H 1.7276 2.0754 2.1977 0.251
C 2.8599 -1.5756 -3.9976 -0.680
C 1.7324 -1.1261 -3.1229 0.245
N 1.6826 -1.3733 -1.8599 -0.285
N 2.7030 -2.1149 -1.3505 -0.443
C 2.5483 -2.4428 -0.0928 0.322
N 3.5161 -3.2103 0.4456 -0.779
S 1.2026 -2.0781 0.9462 -0.250
C 0.6265 -0.3290 -3.6771 0.195
C 0.6709 0.1867 -4.9681 -0.230
C -0.3949 0.9324 -5.4391 -0.137
C -1.4811 1.1602 -4.6097 -0.256
C -1.4396 0.6485 -3.3265 0.089
N -0.4166 -0.0746 -2.8686 -0.510
H 3.2878 -2.4884 -3.5955 0.262
H 3.6483 -0.8187 -4.0082 0.242
H 2.5289 -1.7499 -5.0193 0.216
H 4.2627 -3.5340 -0.1443 0.405
H 3.3911 -3.5983 1.3617 0.409
H 1.5363 0.0176 -5.5898 0.231
H -0.3715 1.3440 -6.4395 0.227
H -2.3299 1.7448 -4.9329 0.234
H -2.2316 0.8419 -2.6137 0.228
O 1.1075 1.2807 -0.8322 -0.605
N 0.0300 2.0115 -0.9983 0.005
C 0.1459 3.2896 -0.8696 -0.080
C -1.0325 4.0834 -1.0754 0.268
N -1.9662 4.7287 -1.2514 -0.285
C 1.3979 3.9218 -0.5540 0.254
N 2.3960 4.4315 -0.3035 -0.268
C 0.5571 -1.1659 4.4296 -1.094
Ge 1.8770 0.1567 3.8454 1.631
C 2.1250 1.4522 5.2980 -1.089
C 3.6109 -0.6749 3.4603 -1.090
C 1.2622 1.0876 2.2084 -0.877
H 0.8939 -1.6455 5.3501 0.226
H 0.4010 -1.9338 3.6732 0.237
H -0.3948 -0.6715 4.6256 0.239
H 2.5858 0.9569 6.1541 0.227
H 1.1698 1.8656 5.6212 0.230
H 2.7722 2.2732 4.9876 0.229
H 4.0071 -1.1692 4.3485 0.226
H 4.3327 0.0756 3.1355 0.230
H 3.5024 -1.4123 2.6653 0.227
H 1.6742 0.5404 1.3676 0.240
```

Values from the calculation:
charge = 0
energy above the lowest of the compared OMol25 structures with the same formula, charge and spin = 0.00 kcal/mol
E_LUMO = -0.027 Ha
strongest force on any atom = 0.0099 Eh/bohr
E_tot = -4491.82378 Ha
orbital gap = 4.86 eV

---

2.
Entry from the Open Molecules 2025 dataset: a structure of composition C23H29GeN2PdS (the ωB97M-V functional and the def2-TZVPD basis).

The geometry in XYZ format:
```
57
Properties=species:S:1:pos:R:3:mulliken_spin:R:1
Pd 0.2284 0.3952 1.2453 1.314
C 1.7259 2.9834 2.1222 0.006
C 2.0034 2.0703 3.3164 -0.014
N 1.7956 0.6465 2.9986 0.045
C 1.2842 -0.1591 4.1188 0.005
C -0.1365 0.2306 4.5250 0.003
S -1.2462 0.6833 3.1469 0.218
C -1.2392 2.5145 3.2242 -0.003
C -0.7826 3.1774 1.9340 -0.018
N 0.4851 2.6488 1.3971 0.197
H 2.5427 2.8969 1.4043 0.003
H 1.7081 4.0227 2.4650 0.004
H 1.3600 2.3318 4.1537 0.000
H 3.0248 2.2512 3.6585 0.001
H 2.6655 0.2337 2.6805 0.002
H 1.9191 -0.0800 5.0076 0.001
H 1.3020 -1.2005 3.7977 0.000
H -0.1594 1.0701 5.2185 0.006
H -0.6129 -0.6054 5.0347 0.001
H -0.6320 2.8053 4.0773 0.000
H -2.2611 2.8244 3.4382 0.003
H -0.7165 4.2566 2.1101 0.004
H -1.5368 3.0162 1.1630 0.006
H 0.5734 2.9756 0.4421 -0.016
C -2.5660 1.3614 -1.1646 0.011
Ge -1.0352 0.1992 -0.8658 0.088
C -1.6531 -1.6338 -0.5764 0.040
C -2.6726 -2.2221 -1.3258 -0.008
C -3.1128 -3.5101 -1.0529 0.002
C -2.5398 -4.2399 -0.0209 0.002
C -1.5200 -3.6824 0.7368 0.021
C -1.0900 -2.3948 0.4519 0.017
C -0.0641 0.1804 -2.6270 0.200
C -0.4595 1.1251 -3.6004 0.025
C 0.1183 1.1859 -4.8515 0.086
C 1.1219 0.2757 -5.2021 0.196
C 1.5436 -0.6954 -4.2827 -0.038
C 2.5292 -1.6288 -4.6404 0.199
C 2.9357 -2.6195 -3.7417 0.065
C 2.3660 -2.6754 -2.4861 0.046
C 1.3849 -1.7486 -2.1102 0.175
C 0.9540 -0.7435 -2.9859 -0.024
H -3.1396 1.0033 -2.0207 0.003
H -2.3022 2.4052 -1.3347 -0.006
H -3.2077 1.3007 -0.2853 0.005
H -3.1412 -1.6725 -2.1352 -0.002
H -3.9065 -3.9474 -1.6437 0.000
H -2.8858 -5.2425 0.1916 0.000
H -1.0676 -4.2508 1.5388 0.001
H -0.2632 -1.9977 1.0556 -0.004
H -1.2455 1.8300 -3.3627 -0.009
H -0.2055 1.9288 -5.5679 0.007
H 1.5693 0.3105 -6.1876 0.000
H 2.9738 -1.5775 -5.6266 0.002
H 3.6882 -3.3381 -4.0352 0.005
H 2.6681 -3.4450 -1.7888 -0.001
H 0.9302 -1.8302 -1.1311 0.125
```

Values from the calculation:
charge = +2
⟨S²⟩ = 3.783
E_LUMO (spin up / spin down) = -0.225 / -0.331 Ha
strongest force on any atom = 0.0185 Eh/bohr
E_tot = -3605.72055 Ha
spin multiplicity = 4
orbital gap (spin up / spin down) = 7.18 / 5.09 eV

---

3.
Entry from the Open Molecules 2025 dataset: a structure of composition C23H29HfN5O4S in a non-equilibrium geometry (the ωB97M-V functional and the def2-TZVPD basis).

The geometry in XYZ format:
```
63
Properties=species:S:1:pos:R:3:nbo_charge:R:1
Hf -0.1376 0.0532 -0.1003 2.227
C 3.5763 1.5868 -1.6558 -0.678
C 2.3413 0.7532 -1.7844 0.526
O 1.8198 0.3218 -0.6748 -0.827
C 1.8338 0.4192 -3.0140 -0.440
C 0.6921 -0.4067 -3.2010 0.379
C 0.3445 -0.8640 -4.5838 -0.671
N -0.0474 -0.7730 -2.1796 -0.517
N -1.1047 -1.6445 -2.4910 -0.384
C -1.7313 -1.9757 -1.4196 0.520
O -1.3972 -1.5278 -0.2260 -0.857
C -2.8561 -2.9392 -1.5049 -0.036
C -3.4161 -3.2874 -2.7321 -0.186
C -4.4577 -4.1983 -2.7867 -0.216
C -4.9485 -4.7746 -1.6202 -0.210
C -4.3911 -4.4344 -0.3965 -0.207
C -3.3501 -3.5175 -0.3398 -0.215
H 4.3903 0.9740 -1.2609 0.230
H 3.3995 2.3891 -0.9386 0.248
H 3.8714 2.0074 -2.6145 0.218
H 2.3444 0.7793 -3.8949 0.219
H 1.0851 -0.5157 -5.2999 0.215
H -0.6403 -0.4818 -4.8569 0.244
H 0.2768 -1.9505 -4.6156 0.245
H -3.0201 -2.8343 -3.6309 0.233
H -4.8909 -4.4626 -3.7430 0.214
H -5.7647 -5.4845 -1.6664 0.213
H -4.7660 -4.8841 0.5145 0.210
H -2.9053 -3.2471 0.6099 0.216
N 1.2577 -1.6620 0.9453 -0.861
C 0.5431 -2.7000 1.7088 -0.221
C -0.2648 -2.0407 2.8242 -0.217
N -0.8480 -0.7972 2.3293 -0.665
C -2.1488 -0.3594 2.8376 -0.219
C -3.1004 -0.0390 1.6891 -0.221
N -2.4327 0.8300 0.7093 -0.846
H 1.7906 -2.0641 0.1815 0.407
H 1.9192 -1.1450 1.5248 0.409
H 1.2165 -3.4507 2.1271 0.189
H -0.1363 -3.1884 1.0142 0.216
H 0.3778 -1.8580 3.6923 0.185
H -1.0522 -2.7262 3.1387 0.204
H -0.1839 -0.0460 2.4569 0.417
H -2.0310 0.5226 3.4732 0.195
H -2.5971 -1.1421 3.4519 0.200
H -4.0110 0.4103 2.0953 0.185
H -3.3727 -0.9599 1.1765 0.210
H -2.2093 1.7348 1.1136 0.402
H -3.0383 1.0115 -0.0841 0.398
O 2.2483 1.6652 1.8525 -0.617
C 1.2809 2.0675 1.2432 0.799
O 0.0981 1.4580 1.2980 -0.898
C 1.2763 3.3045 0.4101 -0.166
C 2.0958 4.3500 0.8309 -0.175
C 2.1356 5.5480 0.1447 -0.252
C 1.3605 5.6892 -1.0016 -0.190
C 0.5545 4.6542 -1.4374 -0.232
C 0.4682 3.4407 -0.7402 -0.111
S -0.6205 2.2220 -1.4319 -0.308
H 2.7041 4.1934 1.7133 0.227
H 2.7603 6.3595 0.4948 0.212
H 1.3902 6.6143 -1.5645 0.211
H -0.0393 4.7638 -2.3368 0.219
```

Values from the calculation:
charge = 0
energy above the lowest of the compared OMol25 structures with the same formula, charge and spin = 13.55 kcal/mol
E_LUMO = 0.012 Ha
strongest force on any atom = 0.0395 Eh/bohr
E_tot = -1915.04057 Ha
orbital gap = 7.56 eV

---

4.
Entry from the Open Molecules 2025 dataset: an isolated molecule of C23H29N3O3 (the ωB97M-V functional and the def2-TZVPD basis).

The geometry in XYZ format:
```
58
Properties=species:S:1:pos:R:3:nbo_charge:R:1
C -0.4651 -2.6920 -0.6481 -0.433
N 0.1315 -1.6967 0.2173 -0.443
C -0.5831 -0.9777 1.1169 0.699
O -0.0531 -0.3075 1.9851 -0.640
C -2.0968 -1.0219 0.9870 -0.504
C -2.6063 -0.1773 -0.2186 -0.147
C -3.6267 -1.0355 -0.9607 0.679
O -3.3265 -1.7382 -1.9072 -0.629
N -4.8623 -1.0167 -0.4307 -0.620
C -5.2138 -0.0627 0.5934 -0.230
C -4.5434 1.2597 0.2431 -0.213
N -3.1012 1.1143 0.2450 -0.447
C -2.4557 2.2513 -0.3942 -0.230
C -0.9862 2.3006 -0.0809 -0.053
C -0.5812 2.4466 1.2598 -0.136
C 0.7415 2.4985 1.5873 -0.157
C 1.7356 2.4176 0.5902 -0.098
C 3.1120 2.4710 0.8919 -0.173
C 4.0499 2.4050 -0.1007 -0.223
C 3.6545 2.2839 -1.4420 -0.222
C 2.3281 2.2219 -1.7664 -0.206
C 1.3362 2.2841 -0.7646 0.019
C -0.0396 2.2173 -1.0668 -0.218
C 1.5836 -1.6423 0.3134 -0.061
C 2.1903 -2.9386 0.8602 -0.432
C 3.7068 -2.7615 0.9654 -0.064
O 4.2840 -2.4284 -0.2752 -0.529
C 3.7689 -1.2200 -0.7835 -0.066
C 2.2584 -1.2981 -1.0155 -0.436
H 0.2925 -3.0729 -1.3263 0.212
H -0.8545 -3.5347 -0.0679 0.189
H -1.2738 -2.2805 -1.2500 0.240
H -2.4394 -2.0542 0.9048 0.223
H -2.4968 -0.5835 1.9010 0.248
H -1.7683 -0.0081 -0.9028 0.242
H -5.5732 -1.5806 -0.8712 0.411
H -6.2975 0.0569 0.6223 0.218
H -4.8710 -0.4083 1.5746 0.196
H -4.8106 2.0259 0.9776 0.206
H -4.9198 1.5842 -0.7454 0.168
H -2.6120 2.2457 -1.4881 0.175
H -2.9305 3.1529 0.0071 0.210
H -1.3399 2.4984 2.0245 0.212
H 1.0460 2.5937 2.6185 0.212
H 3.4110 2.5672 1.9261 0.212
H 5.1029 2.4490 0.1378 0.216
H 4.4080 2.2385 -2.2147 0.215
H 2.0193 2.1284 -2.7987 0.210
H -0.3353 2.1074 -2.1025 0.207
H 1.7889 -0.8330 1.0246 0.247
H 1.7764 -3.1633 1.8437 0.216
H 1.9756 -3.7707 0.1872 0.199
H 4.1878 -3.6912 1.2768 0.192
H 3.9307 -1.9763 1.7045 0.159
H 4.2970 -1.0425 -1.7225 0.192
H 3.9883 -0.3943 -0.0894 0.167
H 1.8942 -0.3419 -1.3894 0.225
H 2.0638 -2.0689 -1.7628 0.196
```

Values from the calculation:
charge = 0
energy above the lowest of the compared OMol25 structures with the same formula, charge and spin = 50.24 kcal/mol
E_LUMO = 0.024 Ha
strongest force on any atom = 0.0100 Eh/bohr
E_tot = -1283.85592 Ha
orbital gap = 8.77 eV